2 unconnected molecules or ions with the total composition C6H6N. Source: the OMol25 dataset; level of theory: the ωB97M-V functional and the def2-TZVPD basis.

## Properties
charge = +1
frontier orbital gap (alpha / beta) = 6.16 / 6.16 eV
relative energy (zero: lowest compared OMol25 entry of this formula, charge and spin) = 151.3 kcal per mole
E_HOMO (alpha / beta) = -13.38 / -13.38 eV

Element x y z (Å)
1 C 4.687 -0.117 -0.184
2 C 3.586 0.254 -0.012
3 C 2.377 0.733 0.146
4 C -1.138 1.882 -0.235
5 C 1.341 1.298 0.266
6 C -1.526 -0.493 0.176
7 N -1.874 0.864 -0.128
8 H 5.654 -0.129 -0.511
9 H 0.457 1.810 0.451
10 H -1.735 -0.974 -0.826
11 H -0.564 -0.448 0.554
12 H -2.268 -0.968 0.864
13 H -2.794 0.992 -0.720

These are the Mulliken partial charges, in e, on atoms 1 to 2: atom 1 (C): -0.53, atom 2 (C): -0.90

A single C6H6N2 molecule. Source: the OMol25 dataset; level of theory: the ωB97M-V functional and the def2-TZVPD basis.

## Properties
charge = 0
SMILES = c1cnc2c(n1)CC2
frontier orbital gap = 8.80 eV
relative energy (zero: lowest compared OMol25 entry of this formula, charge and spin) = 80.3 kcal per mole
E_HOMO = -8.71 eV

Element x y z (Å)
1 C -1.919 -0.755 0.069
2 C -1.819 0.798 0.097
3 N -0.610 1.495 0.038
4 C 0.422 0.621 -0.142
5 C 0.384 -0.751 -0.255
6 N -0.826 -1.374 -0.038
7 C 2.018 -0.786 0.114
8 C 1.939 0.749 0.056
9 H -2.998 -1.325 0.235
10 H -2.833 1.290 -0.290
11 H 2.875 -1.441 -0.453
12 H 2.233 -1.222 1.102
13 H 2.338 1.052 -0.964
14 H 2.283 1.543 0.735

These are the Mulliken partial charges, in e, on atoms 1 to 2: atom 1 (C): 0.05, atom 2 (C): -0.13

A single C6H6N2 molecule. Source: the OMol25 dataset; level of theory: the ωB97M-V functional and the def2-TZVPD basis.

## Properties
charge = 0
SMILES = c1nncc2c1CC2
frontier orbital gap = 9.91 eV
relative energy (zero: lowest compared OMol25 entry of this formula, charge and spin) = 40.8 kcal per mole
E_HOMO = -9.07 eV

Element x y z (Å)
1 C -1.243 1.323 0.025
2 N -2.405 0.675 -0.027
3 N -2.457 -0.633 -0.016
4 C -1.307 -1.324 0.018
5 C -0.072 -0.718 0.026
6 C -0.058 0.640 -0.030
7 C 1.457 0.771 -0.015
8 C 1.464 -0.790 -0.038
9 H -1.345 2.401 -0.027
10 H -1.419 -2.402 -0.002
11 H 1.784 1.168 0.950
12 H 1.869 1.400 -0.790
13 H 1.930 -1.204 0.847
14 H 1.803 -1.307 -0.921

These are the Mulliken partial charges, in e, on atoms 1 to 2: atom 1 (C): -0.48, atom 2 (N): -0.42

A molecular structure, C6H6N2O. Source: the OMol25 dataset; level of theory: the ωB97M-V functional and the def2-TZVPD basis.

## Properties
charge = 0
frontier orbital gap = 8.93 eV
relative energy (zero: lowest compared OMol25 entry of this formula, charge and spin) = 164.9 kcal per mole
E_HOMO = -9.45 eV

Element x y z (Å)
1 C 0.739 0.960 1.239
2 C 0.571 0.090 -0.094
3 C -1.406 -1.338 -0.280
4 C -1.805 -0.143 -0.699
5 C -0.568 0.758 -0.771
6 C 1.869 0.057 -0.668
7 H -0.111 0.648 1.932
8 H 0.458 2.101 0.564
9 H 2.035 1.185 1.738
10 H 0.959 -2.079 -0.289
11 H -2.119 -2.201 0.208
12 H -3.071 0.031 -0.757
13 N 0.020 -1.347 0.069
14 N 2.814 -0.728 -1.130
15 O -0.385 2.006 -1.061

These are the Mulliken partial charges, in e, on atoms 1 to 2: atom 1 (C): -1.15, atom 2 (C): 1.00

A single C6H6N2O molecule. Source: the OMol25 dataset; level of theory: the ωB97M-V functional and the def2-TZVPD basis.

## Properties
charge = 0
SMILES = C=C1C=NNC=C1C=O
frontier orbital gap = 8.06 eV
relative energy (zero: lowest compared OMol25 entry of this formula, charge and spin) = 47.0 kcal per mole
E_HOMO = -7.92 eV

Element x y z (Å)
1 C -0.363 2.127 0.036
2 C -0.380 0.787 -0.041
3 C -1.660 0.131 -0.116
4 N -1.988 -1.070 0.018
5 N -0.919 -1.891 -0.021
6 C 0.373 -1.479 -0.046
7 C 0.696 -0.170 -0.058
8 C 2.136 0.084 0.037
9 O 2.973 -0.746 -0.065
10 H -1.362 2.754 -0.040
11 H 0.558 2.646 -0.003
12 H -2.494 0.757 -0.039
13 H -1.209 -2.793 0.182
14 H 1.131 -2.311 0.109
15 H 2.508 1.173 0.047

These are the Mulliken partial charges, in e, on atoms 1 to 2: atom 1 (C): -1.07, atom 2 (C): 0.92

A single C6H6N2O2 molecule. Source: the OMol25 dataset; level of theory: the ωB97M-V functional and the def2-TZVPD basis.

## Properties
charge = 0
SMILES = O=C(O)/C=C\c1ncc[nH]1
frontier orbital gap = 8.50 eV
relative energy (zero: lowest compared OMol25 entry of this formula, charge and spin) = 0.0 kcal per mole
E_HOMO = -8.67 eV

Element x y z (Å)
1 O 1.745 -1.334 -0.029
2 C 2.290 -0.220 -0.045
3 O 3.607 -0.101 0.011
4 C 1.583 1.066 -0.002
5 C 0.290 1.383 -0.022
6 C -0.901 0.527 0.005
7 N -2.112 1.018 0.002
8 C -2.961 -0.077 -0.046
9 C -2.247 -1.254 -0.006
10 N -0.928 -0.831 -0.002
11 H 3.979 -0.974 0.011
12 H 2.262 1.933 -0.003
13 H 0.048 2.434 0.041
14 H -4.019 0.127 -0.047
15 H -2.532 -2.280 0.169
16 H -0.103 -1.417 -0.036

These are the Mulliken partial charges, in e, on atoms 1 to 2: atom 1 (O): -0.73, atom 2 (C): 0.68

A single C6H6N2O2S molecule. Source: the OMol25 dataset; level of theory: the ωB97M-V functional and the def2-TZVPD basis.

## Properties
charge = 0
frontier orbital gap (alpha / beta) = 5.97 / 6.10 eV
relative energy (zero: lowest compared OMol25 entry of this formula, charge and spin) = 85.1 kcal per mole
E_HOMO (alpha / beta) = -9.15 / -9.15 eV

Element x y z (Å)
1 C -1.492 0.239 0.011
2 C -2.509 -0.677 0.006
3 C -1.118 -2.518 0.001
4 C -0.134 -0.240 -0.006
5 C -0.133 -1.622 -0.002
6 C 0.949 1.960 -0.012
7 N -2.345 -1.983 0.003
8 N 0.919 0.532 -0.033
9 O 3.223 0.173 1.236
10 O 3.261 0.131 -1.217
11 S 2.664 -0.356 0.010
12 H -1.666 1.303 0.030
13 H -3.539 -0.347 0.005
14 H -1.028 -3.590 0.005
15 H 0.195 2.397 -0.670
16 H 0.820 2.342 1.004
17 H 1.934 2.256 -0.372

These are the Mulliken partial charges, in e, on atoms 1 to 2: atom 1 (C): -0.47, atom 2 (C): -0.32

2 unconnected molecules or ions with the total composition C6H6N3O4. Source: the OMol25 dataset; level of theory: the ωB97M-V functional and the def2-TZVPD basis.

## Properties
charge = -1
frontier orbital gap = 8.27 eV
relative energy (zero: lowest compared OMol25 entry of this formula, charge and spin) = 61.2 kcal per mole
E_HOMO = -4.65 eV

Element x y z (Å)
1 C 0.813 0.985 2.208
2 C 0.981 1.706 1.030
3 C 0.504 -0.323 2.066
4 C 0.889 1.098 -0.238
5 C 0.275 -0.938 0.876
6 C 0.422 -0.236 -0.325
7 N 0.101 -0.899 -1.520
8 N -2.407 -0.307 0.140
9 N 0.526 -0.553 -2.749
10 O -0.115 -0.977 -3.711
11 O -2.369 -0.884 -1.146
12 O -3.246 -0.790 0.821
13 O 1.566 0.047 -2.906
14 H 0.937 1.497 3.138
15 H 1.263 2.756 1.234
16 H 0.278 -0.838 3.018
17 H 0.999 1.587 -1.143
18 H -0.095 -1.919 0.651
19 H -1.322 -1.014 -1.444

These are the Mulliken partial charges, in e, on atoms 1 to 2: atom 1 (C): -0.54, atom 2 (C): -0.37

2 unconnected molecules or ions with the total composition C6H6N3O4. Source: the OMol25 dataset; level of theory: the ωB97M-V functional and the def2-TZVPD basis.

## Properties
charge = -1
frontier orbital gap (alpha / beta) = 7.10 / 7.10 eV
relative energy (zero: lowest compared OMol25 entry of this formula, charge and spin) = 41.3 kcal per mole
E_HOMO (alpha / beta) = -4.04 / -4.04 eV

Element x y z (Å)
1 C 0.048 2.226 -0.038
2 C 1.703 0.471 -1.487
3 C -1.491 -1.014 0.302
4 C -0.275 -1.252 -0.661
5 C -1.610 0.561 0.208
6 C 0.566 0.003 -0.499
7 N 0.063 3.351 -0.097
8 N -0.196 0.982 -0.026
9 N 1.704 -0.596 1.666
10 O 2.389 1.413 -1.125
11 O 1.544 -0.044 -2.560
12 O 1.303 -1.770 1.810
13 O 2.039 0.182 2.510
14 H -2.321 -1.509 0.117
15 H -1.167 -1.372 1.237
16 H 0.374 -2.102 -0.224
17 H -0.588 -1.309 -1.654
18 H -2.106 0.836 -0.615
19 H -1.978 0.943 1.136

These are the Mulliken partial charges, in e, on atoms 1 to 2: atom 1 (C): 0.64, atom 2 (C): 0.24

A gas-phase ion, C6H6N4 (charge +2). Source: the OMol25 dataset; level of theory: the ωB97M-V functional and the def2-TZVPD basis.

## Properties
spin multiplicity = 3
charge = +2
frontier orbital gap (alpha / beta) = 7.85 / 6.45 eV
E_HOMO (alpha / beta) = -15.64 / -18.22 eV

Element x y z (Å)
1 C 2.902 -1.340 2.720
2 C -0.720 1.092 0.174
3 C 0.338 0.542 0.746
4 C 1.239 -0.034 1.441
5 C -0.660 -0.211 -1.689
6 C -2.574 1.113 -1.608
7 N 2.187 -0.685 1.964
8 N 0.008 -1.009 -2.194
9 N 3.648 -2.098 3.196
10 N -1.259 0.722 -1.020
11 H -1.174 2.006 0.718
12 H -2.991 0.368 -2.218
13 H -2.379 2.053 -2.336
14 H -3.262 1.644 -0.876
15 H 0.504 -1.630 -2.910
16 H 4.192 -2.533 3.894

These are the Mulliken partial charges, in e, on atoms 1 to 2: atom 1 (C): 0.39, atom 2 (C): -0.40